[1]
Density functional theory data (wB97M-V/def2-TZVPD) for C18H29N6O6Ti as an isolated structure.

Geometry (Å):
Ti1 0.34504 -0.82174 0.30763
N1 2.02045 0.63463 3.48586
C1 1.36644 1.56296 2.55345
C2 -0.14440 1.33870 2.57088
O1 -0.86653 2.10681 3.22134
N2 -0.56515 0.26818 1.87815
C3 -2.00142 0.04842 1.92960
C4 -2.42826 -1.07730 0.98938
O2 -3.61911 -1.29880 0.80377
O3 -1.45899 -1.73372 0.41994
H1 2.99029 0.50423 3.22074
H2 1.60038 -0.28259 3.37149
H3 1.54870 2.58868 2.87619
H4 1.72986 1.45079 1.52344
H5 -2.35023 -0.19499 2.93974
H6 -2.54854 0.94835 1.63592
N3 0.97798 -3.66976 -1.51898
C5 0.26976 -3.38599 -2.75798
C6 -0.75024 -2.22924 -2.79773
C7 -0.09211 -0.86065 -2.79605
O4 -0.09143 -0.16389 -3.80600
O5 0.44721 -0.51109 -1.67315
H7 1.60988 -2.94405 -1.20166
H8 0.33878 -3.84763 -0.75240
H9 -0.26891 -4.30017 -3.02378
H10 1.01100 -3.23105 -3.54716
H11 -1.41464 -2.30504 -1.93269
H12 -1.33831 -2.31926 -3.71247
C8 -2.46272 1.44250 -1.33560
C9 -2.70321 2.03788 -2.74984
N4 -2.05723 3.35513 -2.85610
C10 -2.67464 4.26103 -1.88544
C11 -2.61669 3.64397 -0.45879
N5 -1.80448 2.43536 -0.48209
C12 -0.48910 2.76745 -1.03041
C13 -0.63569 3.18980 -2.51670
H13 -1.82036 0.56517 -1.38941
H14 -3.39368 1.13357 -0.85546
H15 -3.77057 2.17051 -2.95267
H16 -2.28333 1.39094 -3.52156
H17 -3.70642 4.44947 -2.19858
H18 -2.13663 5.21319 -1.92860
H19 -3.61325 3.37202 -0.10091
H20 -2.18456 4.33918 0.26552
H21 0.18305 1.91326 -0.93732
H22 -0.07591 3.57522 -0.41906
H23 -0.22282 2.42353 -3.17548
H24 -0.12195 4.13536 -2.71856
O6 2.08787 -1.21309 0.87254
N6 2.80093 -1.92623 1.74469
C14 2.13886 -2.92387 2.50635
C15 2.89120 -3.82108 3.19899
C16 4.30343 -3.80937 3.17116
C17 4.92748 -2.79077 2.38261
C18 4.19480 -1.89088 1.68479
H25 1.06290 -2.83803 2.53243
H26 2.36009 -4.55268 3.79837
H27 4.88965 -4.50973 3.74970
H28 6.00679 -2.70672 2.33070
H29 4.60867 -1.10685 1.06727

Computed properties:
relative energy (zero: lowest compared OMol25 entry of this formula, charge and spin) = 252.6 kJ/mol
LUMO level (spin up / spin down) = 4.76 / 4.76 eV
net charge = -2
2S+1 = 2

[2]
Density functional theory data (wB97M-V/def2-TZVPD) for a 4-piece molecular cluster, C18H29NO11 overall.

Geometry (Å):
C1 -1.08923 -2.54558 -2.12174
C2 -0.91264 -1.83422 -3.33053
C3 -0.33586 -0.60625 -3.39185
C4 0.18896 -0.02621 -2.23805
C5 0.16029 -0.79061 -0.99913
C6 -0.46819 -2.07498 -0.95912
N1 0.75144 1.37572 -2.24027
O1 0.60448 1.99720 -3.30357
O2 1.21096 1.86184 -1.23919
H1 -1.68757 -3.44245 -2.05841
H2 -1.26847 -2.07090 -4.32239
H3 -0.26077 -0.18415 -4.38311
H4 0.58800 -0.30766 -0.13297
H5 -0.61094 -2.66175 -0.06373
C7 -1.56703 2.27853 0.98508
C8 -1.94002 1.58813 2.33517
O3 -1.33079 0.28777 2.27927
C9 -0.07358 0.15495 2.81998
O4 0.60265 1.03956 3.36202
O5 0.32602 -1.03663 2.67814
C10 1.30697 -1.56139 3.51681
H6 -2.25748 1.87050 0.24691
H7 -0.52217 2.11633 0.72039
H8 -1.81942 3.32876 1.13148
H9 -3.02784 1.51925 2.33324
H10 -1.75829 2.21551 3.20780
H11 2.26252 -1.05386 3.38482
H12 1.34018 -2.64420 3.39624
H13 1.28908 -1.50754 4.60533
C11 2.68039 8.60749 2.96121
C12 3.28172 7.21441 2.64697
O6 2.31846 6.64570 1.75667
C13 2.54668 6.47168 0.50772
O7 3.53024 6.84818 -0.18591
O8 1.44901 5.87969 -0.06125
C14 1.62537 5.27685 -1.35713
H14 2.84431 8.78522 4.02405
H15 1.62317 8.64347 2.69835
H16 3.14809 9.41324 2.39541
H17 3.48254 6.58524 3.51410
H18 4.28468 7.24298 2.22111
H19 0.86918 5.71992 -2.00518
H20 1.60256 4.19221 -1.25164
H21 2.64407 5.46621 -1.69553
C15 -2.07785 -7.27528 1.16387
C16 -1.50909 -7.67454 -0.16795
O9 -2.27601 -7.32459 -1.33098
C17 -1.73391 -6.38638 -2.20431
O10 -0.61252 -5.94247 -2.08642
O11 -2.56651 -6.22217 -3.25169
C18 -2.15246 -5.60628 -4.48641
H22 -1.50037 -7.61079 2.02529
H23 -3.06082 -7.67557 1.41211
H24 -1.87890 -6.20614 1.23774
H25 -1.48540 -8.76355 -0.12780
H26 -0.49976 -7.26372 -0.14374
H27 -2.95110 -5.61763 -5.22812
H28 -1.31031 -6.17022 -4.88746
H29 -2.01669 -4.53901 -4.31146

Computed properties:
LUMO level (spin up / spin down) = 2.45 / 2.44 eV
net charge = -1
2S+1 = 2

[3]
Density functional theory data (wB97M-V/def2-TZVPD) for C18H30BIrN6O11P2S as an isolated structure.

Geometry (Å):
Ir1 -0.18424 0.17426 -0.76290
C1 3.89122 -0.21093 -1.84074
C2 4.31445 0.25918 -0.47192
C3 4.96125 -0.90397 0.31752
C4 3.27025 0.84383 0.41210
C5 3.65038 1.73310 1.46891
C6 2.57263 1.80106 2.27736
N1 1.58754 1.01270 1.73689
N2 1.96465 0.46655 0.58098
B1 0.23677 0.73892 2.46254
N3 -0.19642 -0.70046 2.22126
C7 -0.49924 -1.60564 3.16447
C8 -0.63776 -2.82832 2.55787
C9 -0.40094 -2.60391 1.18903
N4 -0.13638 -1.30341 1.00628
C10 -0.37239 -3.70271 0.15699
C11 -1.79642 -4.19067 -0.16517
C12 0.38344 -3.34581 -1.12034
N5 -0.80622 1.75067 2.00716
C13 -1.13170 2.83814 2.73064
C14 -2.16965 3.45646 2.10383
C15 -2.44337 2.67608 0.95639
N6 -1.59255 1.63021 0.90313
C16 -3.69096 3.00915 0.17338
C17 -4.87862 2.31773 0.86796
C18 -3.72285 2.73726 -1.31383
H1 4.74791 -0.61186 -2.38072
H2 3.13583 -0.99173 -1.78241
H3 3.49542 0.61447 -2.41862
H4 5.06913 1.04235 -0.58431
H5 4.22617 -1.69527 0.48446
H6 5.78521 -1.31429 -0.26823
H7 5.34608 -0.57612 1.28652
H8 4.61171 2.20417 1.59894
H9 2.41557 2.31468 3.21342
H10 0.42588 0.90452 3.63921
H11 -0.57884 -1.31542 4.20164
H12 -0.86361 -3.77641 3.02083
H13 0.15055 -4.52452 0.65202
H14 -2.37092 -3.38038 -0.60677
H15 -1.75343 -5.01493 -0.88127
H16 -2.30805 -4.53896 0.73565
H17 -0.20840 -2.69493 -1.76032
H18 1.33389 -2.84665 -0.90255
H19 0.59484 -4.25124 -1.69043
H20 -0.61032 3.06891 3.64688
H21 -2.68509 4.35503 2.40345
H22 -3.80491 4.08802 0.30808
H23 -4.78641 1.23375 0.75730
H24 -4.91276 2.55950 1.93274
H25 -5.81808 2.63152 0.40694
H26 -3.72956 1.67743 -1.53117
H27 -4.64023 3.15986 -1.73141
H28 -2.87254 3.19674 -1.81594
O1 -0.19014 0.00797 -4.88928
P1 1.05548 -0.02738 -3.91746
O2 2.24464 -0.64820 -4.52261
O3 0.65991 -0.65329 -2.54281
O4 1.35018 1.53856 -3.63617
P2 0.76987 2.70641 -2.68040
O5 -0.65676 3.05718 -3.28811
O6 1.67585 3.85853 -2.69793
O7 0.59999 2.06470 -1.26602
H29 -0.84781 -0.66071 -4.56113
H30 -1.22084 2.25357 -3.29037
O8 -3.85611 -0.40681 -2.46241
S1 -2.42635 -0.59694 -2.39569
O9 -1.68651 0.72522 -2.46801
O10 -2.01070 -1.05765 -0.99755
O11 -1.95485 -1.54670 -3.39738

Computed properties:
LUMO level (spin up / spin down) = 2.28 / -1.17 eV
net charge = -1
2S+1 = 6

[4]
Density functional theory data (wB97M-V/def2-TZVPD) for one molecule with the formula C18H30N2O2S.

Geometry (Å):
C1 6.99411 1.80685 0.40220
C2 5.71812 1.55118 -0.35893
O1 5.25409 2.33741 -1.15557
C3 5.05609 0.27695 -0.07968
C4 3.89410 -0.17434 -0.64982
C5 3.49422 -1.44403 -0.18335
C6 2.25450 -2.13681 -0.65742
N1 1.12024 -1.23420 -0.59684
C7 -0.04140 -1.74595 -1.29630
C8 -1.13783 -0.67463 -1.30417
N2 -1.50918 -0.20161 0.01932
C9 -2.37242 -1.12112 0.74945
C10 -3.82537 -1.13510 0.26221
C11 -4.55763 0.20533 0.41025
C12 -6.05984 -0.02486 0.57311
C13 -4.30249 1.11057 -0.79209
C14 -0.31880 0.19608 0.76702
C15 0.28524 1.50621 0.23521
C16 -0.76622 2.59160 -0.03272
O2 -1.71804 2.71014 0.99297
C17 0.76058 -0.89733 0.76730
C18 4.36520 -1.93898 0.74340
S1 5.67851 -0.88471 1.05344
H1 7.71932 1.02659 0.18010
H2 6.79579 1.78877 1.47195
H3 7.40069 2.77462 0.12199
H4 3.34424 0.39543 -1.37566
H5 2.09194 -3.05774 -0.06650
H6 2.39081 -2.42784 -1.70476
H7 -0.41704 -2.67669 -0.83058
H8 0.23938 -1.97580 -2.32717
H9 -0.77380 0.18257 -1.87507
H10 -2.02482 -1.06520 -1.80406
H11 -2.37384 -0.80970 1.79839
H12 -1.99627 -2.15677 0.71879
H13 -4.34190 -1.89034 0.85987
H14 -3.87545 -1.45876 -0.77855
H15 -4.19043 0.70401 1.31442
H16 -6.27035 -0.60507 1.46904
H17 -6.58139 0.92612 0.65169
H18 -6.45627 -0.56267 -0.28589
H19 -4.78170 0.69891 -1.67877
H20 -3.23858 1.19459 -0.98532
H21 -4.70722 2.10425 -0.61510
H22 -0.62685 0.36899 1.80483
H23 0.98906 1.86548 0.98749
H24 0.84255 1.31383 -0.68018
H25 -0.27407 3.56469 -0.10340
H26 -1.26772 2.39310 -0.98970
H27 -2.23449 1.89456 0.99072
H28 0.39315 -1.78631 1.31551
H29 1.64839 -0.52637 1.28358
H30 4.31105 -2.87588 1.26336

Computed properties:
relative energy (zero: lowest compared OMol25 entry of this formula, charge and spin) = 82.1 kJ/mol
structure (SMILES) = CC(=O)c1cc(CN2CCN(CCC(C)C)[C@H](CCO)C2)cs1
LUMO level = 0.13 eV
net charge = 0

[5]
Density functional theory data (wB97M-V/def2-TZVPD) for C18H31As3Br4O3Ru as an isolated structure.

Geometry (Å):
Ru1 -0.05702 -0.22762 0.32519
C1 3.16442 0.48522 -1.43970
As1 2.38373 0.04225 0.28146
C2 3.43022 -1.51653 0.79867
C3 3.21088 1.42510 1.41953
C4 2.44374 2.08297 2.58170
C5 1.54779 3.20783 2.07311
C6 1.61152 1.04962 3.37376
As2 -0.05597 0.42422 2.57857
C7 -0.53894 -1.09747 3.67726
C8 -1.42102 1.73200 2.98623
C9 3.48257 2.63052 3.58827
As3 4.77164 4.12747 3.26389
C10 3.57166 5.67590 3.40533
C11 5.06739 4.19557 1.32027
H1 4.24489 0.58960 -1.35183
H2 2.73358 1.42354 -1.78682
H3 2.93330 -0.30019 -2.15769
H4 4.48117 -1.24963 0.89922
H5 3.34047 -2.28627 0.03166
H6 3.07289 -1.91437 1.74926
H7 3.54040 2.20272 0.72996
H8 4.11706 0.95346 1.80832
H9 0.80570 2.84494 1.36113
H10 2.13660 3.95624 1.54761
H11 1.03800 3.70661 2.90080
H12 1.30210 1.48674 4.32724
H13 2.21228 0.16750 3.61517
H14 -0.54654 -0.81165 4.72876
H15 0.18132 -1.90110 3.53170
H16 -1.53406 -1.43364 3.38774
H17 -1.35272 1.99805 4.04021
H18 -2.39555 1.28936 2.77808
H19 -1.28700 2.62133 2.37374
H20 4.10439 1.79681 3.92690
H21 2.95640 2.98568 4.48028
H22 3.04965 5.63999 4.36109
H23 2.84579 5.74135 2.59680
H24 4.18614 6.57501 3.39658
H25 5.58229 3.29876 0.97936
H26 5.72832 5.04309 1.14018
H27 4.15639 4.34911 0.74234
Br1 -3.89118 5.27326 -1.22934
C12 -3.34700 3.52730 -0.79333
C13 -4.29737 2.53002 -0.50731
Br2 -6.13202 2.93900 -0.54757
C14 -3.89425 1.23659 -0.18406
Br3 -5.11337 -0.13363 0.23034
C15 -2.53579 0.90791 -0.14672
O1 -2.08223 -0.28685 0.15043
C16 -1.58143 1.92502 -0.41750
O2 -0.30218 1.59530 -0.30775
C17 -1.99140 3.22287 -0.74379
Br4 -0.65778 4.50287 -1.08633
C18 0.32797 -3.54894 0.78690
O3 -0.30838 -2.33703 0.34456
H28 0.08381 -4.35389 0.09660
H29 0.00031 -3.80222 1.79452
H30 1.39760 -3.36656 0.77841
H31 -1.27331 -2.41284 0.38691

Computed properties:
relative energy (zero: lowest compared OMol25 entry of this formula, charge and spin) = 28.2 kJ/mol
LUMO level (spin up / spin down) = -3.10 / -5.10 eV
net charge = +1
2S+1 = 2

[6]
Density functional theory data (wB97M-V/def2-TZVPD) for a 11-piece molecular cluster, C18H31BCl30N3O2 overall.

Geometry (Å):
C1 -2.09127 2.96259 0.04379
C2 -2.58681 1.62450 0.61163
C3 -2.29017 1.39836 2.09843
C4 -0.92830 0.74589 2.41780
N1 -0.09087 1.52096 3.36445
C5 1.13336 2.08050 2.88674
B1 1.77831 3.07540 3.95894
N2 0.97145 3.80501 4.83829
O1 3.16961 3.14782 3.93956
C6 0.92112 2.93283 1.63095
O2 1.10719 2.20942 0.43832
C7 2.47621 1.93717 0.23037
C8 3.10035 1.12885 1.38018
N3 2.14544 0.93707 2.52616
H1 -1.90662 3.70701 0.81999
H2 -2.81630 3.39495 -0.63992
H3 -1.19011 2.80645 -0.55494
H4 -2.18552 0.79709 0.01714
H5 -3.66713 1.58288 0.47556
H6 -3.06994 0.74878 2.50371
H7 -2.36968 2.34177 2.64603
H8 -0.38508 0.54549 1.48709
H9 -1.11764 -0.22438 2.87926
H10 0.10396 0.97860 4.19546
H11 -0.02403 3.70862 4.68083
H12 1.21183 4.78740 4.90665
H13 3.56362 3.95582 3.60274
H14 -0.09384 3.30749 1.70538
H15 1.60873 3.79070 1.63762
H16 2.54937 1.39882 -0.70823
H17 3.01627 2.88393 0.10248
H18 3.37434 0.13235 1.03212
H19 4.00339 1.59702 1.76315
H20 1.59506 0.09150 2.36280
H21 2.71206 0.76153 3.35564
C9 -3.69381 5.84674 -2.68956
Cl1 -3.03102 4.29419 -3.20981
Cl2 -5.33981 6.04743 -3.26683
Cl3 -3.63455 6.01050 -0.92563
H22 -3.08355 6.63123 -3.11692
C10 -0.14507 -2.52906 4.85832
Cl4 -0.32677 -0.97100 5.67834
Cl5 -1.70020 -3.26565 4.54068
Cl6 0.75837 -2.26304 3.35596
H23 0.43124 -3.18381 5.50012
C11 3.54437 -3.42391 0.12207
Cl7 2.51569 -2.07271 0.64809
Cl8 5.24000 -2.97044 0.18060
Cl9 3.21552 -4.83377 1.11842
H24 3.28434 -3.64845 -0.90411
C12 1.79709 0.28133 -3.81016
Cl10 3.14975 1.34774 -3.41113
Cl11 2.33564 -1.36581 -4.05531
Cl12 0.56095 0.38019 -2.53916
H25 1.35467 0.63466 -4.73238
C13 -1.08646 -4.30771 -3.08279
Cl13 -2.37919 -4.97072 -2.09322
Cl14 -0.69535 -2.65205 -2.61682
Cl15 0.35613 -5.32566 -3.00972
H26 -1.42156 -4.29543 -4.11220
C14 1.24795 -7.63727 3.34015
Cl16 0.27798 -6.22323 3.77512
Cl17 2.97124 -7.27782 3.45605
Cl18 0.82065 -9.02402 4.32837
H27 1.02733 -7.87559 2.30782
C15 -0.55355 -7.41246 -7.10054
Cl19 -1.95691 -8.45576 -6.93197
Cl20 -0.91962 -5.76474 -6.57543
Cl21 0.82913 -8.05140 -6.21199
H28 -0.28672 -7.36774 -8.14818
C16 -0.43689 6.69534 1.48598
Cl22 -1.05856 8.32686 1.59650
Cl23 1.33276 6.68555 1.57930
Cl24 -1.13054 5.66654 2.74927
H29 -0.72807 6.27911 0.52857
C17 -6.95806 1.48043 -0.44427
Cl25 -5.99818 0.18673 0.28240
Cl26 -8.18096 2.05436 0.68122
Cl27 -5.93394 2.81405 -0.99127
H30 -7.46106 1.07114 -1.31029
C18 3.42276 -4.14868 -6.90109
Cl28 2.18868 -4.33107 -5.65305
Cl29 2.78696 -3.26028 -8.28336
Cl30 4.86322 -3.36591 -6.25260
H31 3.70239 -5.13851 -7.23750

Computed properties:
LUMO level = -2.20 eV
net charge = +1